[1]
92
Properties=species:S:1:pos:R:3:lowdin_spin:R:1 method="wB97M-V/def2-TZVPD" total_energy_ha=-3779.67735 s_squared=8.82 total_charge=0 multiplicity=6 e_lumo_ev="0.2 / -1.4"
Fe -0.293 -0.640 0.068 3.628
C 2.777 -0.506 1.012 0.005
O 1.740 0.194 0.328 0.043
Si 1.964 1.657 -0.497 0.004
C 3.425 2.557 0.318 0.001
C 2.578 1.110 -2.206 0.000
C 0.360 2.498 -0.294 0.006
Si -0.068 2.970 1.450 0.002
C -1.881 3.428 1.808 0.000
C 0.882 4.515 2.035 0.001
C 0.334 1.556 2.671 0.004
Si -0.375 3.425 -1.717 0.001
C -2.276 3.537 -1.675 0.000
C 0.015 2.674 -3.421 0.000
C 0.256 5.222 -1.760 0.000
H 3.204 0.122 1.797 0.001
H 3.576 -0.796 0.325 0.000
H 2.345 -1.400 1.461 0.002
H 4.390 2.108 0.066 0.000
H 3.325 2.553 1.406 0.000
H 3.445 3.599 -0.001 0.000
H 3.537 0.593 -2.114 0.000
H 2.726 1.962 -2.869 0.000
H 1.878 0.423 -2.686 0.000
H -2.157 4.364 1.319 0.000
H -2.027 3.568 2.882 0.000
H -2.578 2.659 1.475 0.000
H 0.887 5.274 1.250 0.000
H 1.922 4.296 2.284 0.000
H 0.416 4.957 2.920 0.000
H 0.098 0.579 2.238 0.003
H -0.218 1.648 3.609 0.000
H 1.398 1.545 2.921 0.000
H -2.722 2.709 -2.231 0.000
H -2.619 4.470 -2.130 0.000
H -2.663 3.501 -0.658 0.000
H 0.075 1.584 -3.379 0.000
H 0.963 3.041 -3.820 0.000
H -0.766 2.934 -4.139 0.000
H -0.127 5.780 -0.902 0.000
H -0.075 5.734 -2.668 0.000
H 1.346 5.262 -1.727 0.000
C -4.691 1.182 -0.193 0.005
P -2.886 0.830 0.015 0.009
C -2.992 0.018 1.683 0.008
C -2.770 -0.649 -1.084 0.014
C -3.581 -1.782 -1.041 0.005
C -3.439 -2.779 -1.991 0.005
C -2.497 -2.656 -3.007 0.003
C -1.693 -1.531 -3.074 0.006
C -1.814 -0.541 -2.106 0.013
H -5.295 0.329 0.121 0.000
H -4.901 1.403 -1.240 0.000
H -4.962 2.055 0.402 0.000
H -3.752 -0.765 1.717 0.000
H -3.224 0.776 2.431 0.001
H -2.021 -0.420 1.940 0.004
H -4.331 -1.896 -0.266 0.000
H -4.066 -3.661 -1.945 0.000
H -2.395 -3.443 -3.742 0.000
H -0.974 -1.427 -3.875 0.000
H -1.223 0.374 -2.176 0.002
C -3.475 -4.114 1.941 0.005
C -2.129 -3.386 1.978 0.015
C -1.848 -2.829 3.378 0.008
C -0.993 -4.260 1.502 0.155
C -0.830 -5.531 2.001 -0.011
C 0.181 -6.365 1.533 0.183
C 1.007 -5.922 0.504 -0.010
C 0.907 -4.660 -0.040 0.145
C 1.783 -4.335 -1.235 0.014
C 2.691 -3.120 -1.027 0.008
C 0.904 -4.141 -2.473 0.010
C -0.069 -3.732 0.508 0.080
N -0.146 -2.472 0.168 0.607
H -3.662 -4.531 0.950 0.000
H -4.283 -3.420 2.180 0.001
H -3.509 -4.927 2.668 0.000
H -2.180 -2.548 1.284 0.001
H -1.743 -3.640 4.100 0.000
H -2.663 -2.179 3.702 0.001
H -0.923 -2.248 3.376 0.000
H -1.504 -5.896 2.767 -0.004
H 0.311 -7.357 1.944 0.012
H 1.761 -6.597 0.115 -0.004
H 2.425 -5.205 -1.401 0.000
H 2.092 -2.217 -0.952 0.001
H 3.386 -3.020 -1.863 0.001
H 3.272 -3.235 -0.111 0.000
H 0.272 -3.269 -2.323 0.002
H 0.265 -5.013 -2.626 0.000
H 1.516 -3.997 -3.365 0.001


[2]
9
Properties=species:S:1:pos:R:3:lowdin_charge:R:1 method="wB97M-V/def2-TZVPD" total_energy_ha=-290.46085 total_charge=0 relative_energy_kcal_mol=86.98 e_lumo_ev=-0.7
O -0.492 1.014 0.228 -0.169
C 0.861 -1.028 -0.374 -0.335
C -1.603 0.141 -0.131 -0.116
C -0.264 -0.362 -0.087 -0.315
H 1.574 -1.855 0.312 0.195
H -2.074 0.405 -1.084 0.104
H -2.298 -0.043 0.696 0.104
O 2.009 -0.505 0.108 -0.450
Rb 2.286 2.233 0.332 0.981


[3]
43
Properties=species:S:1:pos:R:3:nbo_charge:R:1 method="wB97M-V/def2-TZVPD" total_energy_ha=-1794.80592 total_charge=0 smiles="COCCn1c(SCC(=O)c2ccc(Cl)cc2)nnc1C(C)C" relative_energy_kcal_mol=58.63 e_lumo_ev=-0.2
C 3.064 -4.247 -3.502 -0.245
H 2.694 -3.959 -4.494 0.166
O 2.125 -3.946 -2.501 -0.537
C 1.829 -2.576 -2.421 -0.065
C 0.846 -2.376 -1.264 -0.230
N 0.421 -1.007 -1.187 -0.375
C 1.137 0.051 -0.689 0.123
N 0.488 1.166 -0.857 -0.270
N -0.670 0.870 -1.455 -0.305
C -0.719 -0.420 -1.656 0.366
C -1.883 -1.158 -2.221 -0.266
C -2.781 -1.599 -1.059 -0.596
H -3.184 -0.721 -0.559 0.214
H -2.222 -2.185 -0.333 0.216
H -3.607 -2.200 -1.433 0.211
C -2.647 -0.263 -3.193 -0.592
H -3.530 -0.779 -3.561 0.206
H -2.018 0.006 -4.039 0.214
H -2.946 0.651 -2.690 0.229
H -1.521 -2.045 -2.752 0.208
S 2.686 -0.110 0.106 0.256
C 2.137 -0.780 1.743 -0.615
C 0.626 -0.778 1.839 0.555
O 0.020 -1.826 1.738 -0.552
C -0.060 0.515 1.999 -0.128
C 0.603 1.742 2.068 -0.141
C -0.114 2.917 2.142 -0.237
C -1.502 2.878 2.147 -0.006
C -2.181 1.669 2.085 -0.241
C -1.458 0.499 2.011 -0.150
H -1.960 -0.455 1.952 0.236
H -3.259 1.653 2.085 0.229
Cl -2.391 4.347 2.230 0.024
H 0.397 3.866 2.182 0.231
H 1.679 1.796 2.040 0.221
H 2.602 -0.159 2.506 0.239
H 2.507 -1.802 1.820 0.244
H 1.324 -2.667 -0.326 0.233
H -0.023 -3.019 -1.410 0.225
H 2.743 -1.988 -2.243 0.176
H 1.375 -2.221 -3.363 0.162
H 3.216 -5.323 -3.469 0.197
H 4.017 -3.735 -3.320 0.167


[4]
12
Properties=species:S:1:pos:R:3:nbo_charge:R:1 method="wB97M-V/def2-TZVPD" total_energy_ha=-360.59227 total_charge=0 smiles="O=C[C@H]1CN1C=O" relative_energy_kcal_mol=48.41 e_lumo_ev=0.6
O -1.194 -0.320 2.436 -0.499
C -0.901 -0.342 1.265 0.398
C 0.491 -0.029 0.804 -0.164
C 0.959 -0.773 -0.394 -0.234
N 0.756 0.655 -0.481 -0.460
C -0.354 1.107 -1.243 0.547
O -1.190 0.411 -1.758 -0.537
H -1.624 -0.651 0.484 0.138
H 1.176 0.232 1.607 0.233
H 0.235 -1.401 -0.910 0.223
H 1.997 -1.088 -0.447 0.221
H -0.351 2.199 -1.365 0.135